[1]
Density functional theory data (ωB97M-V/def2-TZVPD) for C12H19N3O as an isolated structure at a distorted geometry.

Computed properties:
Frontier orbital gap ... 9.1 eV
Energy above the lowest of the compared OMol25 structures with the same formula, charge and spin ... 245.1 kcal/mol
E_HOMO ... -8.329 eV
Multiplicity ... 1
Largest force on an atom ... 7.20 eV Å⁻¹
LUMO energy ... 0.0271 Ha

The geometry in XYZ format:
```
35
Properties=species:S:1:pos:R:3:forces:R:3
C -1.2989 2.5351 0.0952 1.707 -3.871 -1.589
C 0.2233 2.3308 0.4970 -0.726 -0.238 4.792
C 1.2416 2.0690 -0.5153 0.945 3.896 -4.496
C 2.6916 1.7004 0.0026 1.851 0.771 2.384
C 2.9610 -0.8868 0.1995 -6.265 -0.054 -1.097
C -0.4328 -1.6395 -1.2548 -1.361 0.705 -0.016
C -1.6540 -0.9136 -0.5425 2.822 -5.704 3.378
C -1.6926 -1.2232 0.8920 0.962 1.087 -1.559
C -2.7788 -0.7285 1.5458 -1.753 2.334 0.674
C -3.8676 -0.0901 0.8995 1.620 -2.553 -1.841
C -3.8361 -0.1332 -0.4696 -0.776 0.940 2.555
C -2.7710 -0.5198 -1.1618 1.766 0.298 -3.970
H -1.5016 3.6125 0.2828 -0.602 -1.104 -0.746
H -1.2585 2.0675 -1.0582 -1.046 1.841 2.737
H -1.8813 1.7422 0.7361 0.618 2.037 -1.280
H 0.5574 1.2361 1.0853 -2.162 3.142 -0.178
H 0.2383 3.3991 1.1839 1.538 -3.305 -1.292
H 0.7634 1.4709 -1.3226 0.930 -0.971 1.086
H 1.2128 3.0224 -1.2677 1.032 -1.323 1.722
H 3.6960 2.6383 -0.1186 -3.375 -3.187 -0.376
H 2.6886 1.7117 1.2331 -0.368 -0.230 -2.991
H 4.2889 0.2290 -0.7301 -4.003 0.959 0.835
H 3.6470 -2.6212 1.1196 -0.096 2.405 -1.175
H 4.1824 -1.2582 1.6799 2.498 3.161 5.291
H -0.6148 -1.1849 -2.2592 0.879 -1.229 0.013
H -0.5402 -2.9118 -1.2706 0.855 3.888 0.351
H -0.8143 -1.6946 1.4272 -1.083 0.802 -0.828
H -2.8405 -0.3176 2.5156 0.731 -1.271 2.110
H -4.8023 0.2054 1.2886 -0.383 0.665 1.298
H -4.5329 0.4751 -0.8617 -2.827 1.328 -2.212
H -2.7325 -0.3949 -2.2790 -0.158 -0.138 1.089
N 3.1447 0.2886 -0.4722 5.929 2.121 -1.123
N 3.8632 -1.5872 0.8981 -0.099 -5.600 -3.542
N 1.7830 -1.4695 0.1470 -1.592 -0.703 -0.651
O 0.7492 -0.8817 -0.8150 1.993 -0.900 0.648
```
Positions in Å, forces in eV/Å.



[2]
Density functional theory data (ωB97M-V/def2-TZVPD) for an isolated ion of composition C3H4NO and charge +1 at a distorted geometry.

Computed properties:
Frontier orbital gap ... 9.7 eV
Energy above the lowest of the compared OMol25 structures with the same formula, charge and spin ... 30.1 kcal/mol
E_HOMO ... -16.149 eV
Net charge ... +1
SMILES ... O=C1C=[NH+]C1
Multiplicity ... 1
Largest force on an atom ... 3.11 eV Å⁻¹
LUMO energy ... -0.2357 Ha

The geometry in XYZ format:
```
9
Properties=species:S:1:pos:R:3:forces:R:3
C -0.1085 1.0045 -0.0909 -1.722 1.836 -0.441
C 0.0337 -1.1224 -0.0271 1.817 -2.385 0.812
C 1.0511 0.0335 -0.0332 -2.025 -0.538 -1.158
N -0.9873 -0.3754 -0.0386 1.519 1.105 0.314
O 2.1940 0.1450 0.0480 2.265 0.111 0.231
H -0.0919 1.6341 0.8345 -0.718 -0.751 -0.498
H -0.3625 1.7095 -0.9845 0.581 -1.711 1.378
H 0.1593 -2.2481 0.1468 -0.623 1.660 -0.488
H -1.8879 -0.7807 0.1451 -1.093 0.673 -0.148
```
Positions in Å, forces in eV/Å.



[3]
Density functional theory data (ωB97M-V/def2-TZVPD) for C11H11CrNO3S2 as an isolated structure at a distorted geometry.

Computed properties:
Frontier orbital gap (alpha / beta) ... 8.3 / 8.5 eV
E_HOMO (alpha / beta) ... -8.291 / -8.493 eV
Multiplicity ... 5
<S²> ... 6.015
Largest force on an atom ... 1.48 eV Å⁻¹
LUMO energy (alpha / beta) ... -0.0012 / -0.0013 Ha

The geometry in XYZ format:
```
29
Properties=species:S:1:pos:R:3:forces:R:3
Cr -1.3011 -0.4131 -0.8960 -0.380 -0.285 0.699
S -1.5844 -2.5872 -2.0493 -0.224 -0.204 -0.130
C 0.0830 -2.2376 -2.1014 -0.132 0.375 0.194
N 0.4404 -1.1236 -1.4770 1.357 -0.378 -0.454
C 1.7862 -0.8351 -1.6312 0.250 -0.091 -0.022
C 2.4565 0.2826 -1.1416 -0.115 -0.043 0.064
C 3.8070 0.4181 -1.4039 -0.036 0.029 0.017
C 4.4948 -0.5466 -2.1390 0.052 -0.064 -0.045
C 3.8411 -1.6646 -2.6285 0.035 -0.028 -0.012
C 2.4854 -1.7974 -2.3716 -0.190 0.029 -0.011
S 1.3892 -3.0573 -2.8984 -0.091 0.102 0.135
H 1.9145 1.0206 -0.5628 0.046 0.028 -0.017
H 4.3381 1.2865 -1.0375 -0.009 -0.007 0.015
H 5.5514 -0.4210 -2.3344 -0.009 0.003 0.008
H 4.3705 -2.4139 -3.2023 0.016 0.024 0.003
C -3.4362 0.2771 2.5426 0.061 -0.025 -0.080
C -2.2517 0.9073 1.8235 -0.220 0.265 0.032
C -1.5572 1.9471 2.6862 -0.043 -0.113 -0.112
O -1.2933 -0.1203 1.4539 0.086 0.042 -0.398
C -2.7888 1.5405 0.5091 0.321 -0.015 0.348
O -3.2106 2.6748 0.5223 -0.132 -0.162 -0.038
O -2.7356 0.7448 -0.5156 -0.767 0.581 -0.302
H -3.1129 -0.1912 3.4764 -0.014 0.005 0.010
H -3.9208 -0.4676 1.9088 0.004 -0.005 0.014
H -4.1622 1.0541 2.7766 -0.013 -0.022 0.041
H -1.2953 1.5168 3.6541 0.038 0.021 0.001
H -2.2233 2.7951 2.8276 0.019 0.004 0.027
H -0.6513 2.2986 2.1924 0.007 0.018 0.028
H -1.4336 -0.8874 2.0168 0.084 -0.085 -0.014
```
Positions in Å, forces in eV/Å.



[4]
Density functional theory data (ωB97M-V/def2-TZVPD) for a 2-piece molecular cluster, C2H4N2O3 overall at a distorted geometry.

Computed properties:
Frontier orbital gap (alpha / beta) ... 7.0 / 7.0 eV
Energy above the lowest of the compared OMol25 structures with the same formula, charge and spin ... 143.5 kcal/mol
E_HOMO (alpha / beta) ... -7.701 / -7.700 eV
SMILES ... NC=C=O.O=NO
Multiplicity ... 1
Largest force on an atom ... 1.83 eV Å⁻¹
LUMO energy (alpha / beta) ... -0.0268 / -0.0269 Ha

The geometry in XYZ format:
```
11
Properties=species:S:1:pos:R:3:forces:R:3
C 0.3474 -0.7211 -0.0174 -0.605 0.460 -0.043
C -0.0785 0.2934 -0.7983 0.961 -1.274 -0.896
N 1.5180 -1.4216 -0.3386 0.217 -0.048 -0.034
O -1.9089 0.5802 0.2243 0.558 0.306 0.542
N -0.7374 1.5401 0.9852 -0.542 0.345 1.242
O -0.7599 1.3961 2.1216 -0.179 -0.242 -1.625
O -0.0280 0.9185 -1.8004 -0.491 0.185 0.807
H -2.2582 1.1410 -0.4851 0.130 0.135 0.056
H -0.2506 -1.0737 0.8058 -0.025 0.050 -0.083
H 2.0195 -1.0652 -1.1403 -0.033 -0.042 0.096
H 2.1366 -1.5877 0.4434 0.009 0.125 -0.061
```
Positions in Å, forces in eV/Å.



[5]
Density functional theory data (ωB97M-V/def2-TZVPD) for C10H10Cl3NO2Pb as an isolated structure at a distorted geometry.

Computed properties:
Frontier orbital gap (alpha / beta) ... 7.2 / 5.8 eV
Energy above the lowest of the compared OMol25 structures with the same formula, charge and spin ... 17.7 kcal/mol
E_HOMO (alpha / beta) ... -7.991 / -7.919 eV
Multiplicity ... 1
Largest force on an atom ... 6.94 eV Å⁻¹
LUMO energy (alpha / beta) ... -0.0296 / -0.0778 Ha

The geometry in XYZ format:
```
27
Properties=species:S:1:pos:R:3:forces:R:3
C 1.0066 -1.2398 -2.0437 2.222 -0.461 1.264
C -0.3315 -1.3756 -2.4458 -3.432 -1.366 0.271
C -0.9704 -2.2651 -1.5528 -1.232 1.394 -2.069
C -0.0085 -2.6660 -0.5955 0.614 -0.101 0.676
C 1.2088 -2.0163 -0.8942 0.602 0.199 -0.245
Pb -1.0848 0.5484 0.7477 0.444 -1.127 1.291
C -1.5697 1.9926 -1.7442 1.019 -1.018 1.019
C -0.1801 1.5794 -1.3652 5.992 1.538 -3.151
C 0.7455 1.9642 -2.3351 0.684 2.668 -4.146
N 0.7072 1.1268 -0.3102 -2.285 -1.306 3.865
H -2.0356 -2.5805 -1.6075 1.078 0.246 0.070
H -0.8065 -0.8722 -3.2961 0.290 -0.307 0.439
H -0.2068 -3.3381 0.2464 0.225 0.309 -0.377
H 2.1128 -2.0938 -0.2941 -0.209 0.021 -0.306
H 1.7229 -0.6123 -2.5686 -0.041 -0.211 0.280
H -1.9249 1.8591 -2.8440 1.022 0.423 2.362
H 1.8007 0.7942 -0.0106 -4.258 1.737 -2.450
H -2.1895 2.4847 -0.9750 0.020 -0.444 -0.747
H 0.2876 2.4378 -3.2781 0.839 -0.838 1.133
H 1.9342 2.2666 -2.2944 -3.297 -1.408 0.554
Cl 0.7193 1.6800 5.4985 0.013 -0.527 0.069
C -0.0297 0.2146 4.8237 -0.122 0.191 -0.898
Cl 0.7459 -1.2796 5.3803 -0.173 0.587 -0.095
Cl -1.7779 0.2041 5.2928 0.653 -0.104 -0.316
C 0.0448 0.3438 3.2290 0.213 0.127 -1.801
O -0.2908 1.5127 2.7425 0.436 -2.818 1.326
O 0.3707 -0.6697 2.4943 -1.315 2.596 1.980
```
Positions in Å, forces in eV/Å.



[6]
Density functional theory data (ωB97M-V/def2-TZVPD) for C33H37B3N4O12 as an isolated structure at a distorted geometry.

Computed properties:
Frontier orbital gap ... 8.3 eV
E_HOMO ... -8.958 eV
Multiplicity ... 1
Largest force on an atom ... 1.72 eV Å⁻¹
LUMO energy ... -0.0253 Ha

The geometry in XYZ format:
```
89
Properties=species:S:1:pos:R:3:forces:R:3
C 3.3661 0.0311 -2.8277 -0.455 0.395 -0.673
C 2.7217 1.0537 -2.9060 -0.284 -0.312 -0.344
B 1.7214 2.2240 -3.1485 0.900 0.231 -0.310
O 2.0045 3.4957 -2.6171 -1.099 -1.118 0.704
B 0.9589 3.7752 -1.7213 0.422 0.234 -0.044
O -0.2702 3.1512 -1.8501 0.690 0.478 -0.797
B -0.5301 2.7049 -3.1658 -0.540 -0.312 -0.041
C -1.9644 2.9277 -3.7886 -0.376 0.200 0.348
C -2.9377 3.6871 -2.8227 -0.084 -0.817 0.075
C -3.6365 2.6241 -1.8904 0.352 0.892 -0.474
C -5.0283 2.2787 -2.4767 -0.097 0.092 0.910
C -5.6352 0.9243 -2.0304 0.244 -0.177 -0.428
C -4.7063 -0.3065 -2.1566 -1.500 -0.170 0.268
O -4.7074 -0.7431 -3.5161 1.126 0.333 0.438
C -3.4434 -0.6816 -4.1696 -0.280 -0.898 -0.859
O 0.5246 2.0635 -3.8218 -0.015 0.218 0.835
H 3.8381 -0.9172 -3.0065 0.056 0.324 0.481
H 1.1994 4.5330 -0.8402 -0.238 0.037 0.016
H -1.9028 3.4203 -4.7758 0.157 -0.199 0.324
H -2.4375 1.9430 -3.9676 0.348 0.292 -0.228
H -2.4042 4.4426 -2.2302 -0.180 -0.162 -0.246
H -3.7307 4.1736 -3.4111 0.360 0.084 0.209
H -2.9468 1.7677 -1.8391 -0.408 0.081 0.088
H -3.7204 3.0245 -0.8662 -0.109 -0.247 -0.326
H -5.0155 2.4076 -3.5731 0.087 -0.455 0.324
H -5.7166 3.0636 -2.1064 0.238 -0.207 -0.319
H -6.4902 0.7172 -2.7000 0.257 -0.019 0.329
H -6.0555 0.9467 -1.0103 0.398 0.248 -0.237
H -3.7068 -0.1671 -1.7180 -0.165 0.065 -0.421
H -5.1883 -1.1097 -1.5696 0.272 0.234 -0.228
H -2.6001 -0.4155 -3.5147 -0.381 0.223 -0.123
H -3.5412 -0.0207 -5.0504 0.316 0.068 0.463
H -3.2273 -1.6970 -4.5632 -0.118 0.848 0.311
C -4.9553 -6.1920 1.6988 -0.001 -0.011 0.002
C -6.0202 -5.5116 1.1227 0.140 -0.011 0.070
C -5.9656 -4.1342 0.9748 -0.215 0.001 -0.110
C -4.8380 -3.4542 1.4043 -0.019 -0.405 0.031
C -3.7717 -4.1194 1.9866 0.225 -0.004 0.097
C -3.8345 -5.4965 2.1338 -0.144 -0.009 -0.066
N -4.7670 -1.9985 1.2273 0.016 0.203 -0.005
O -5.7273 -1.4431 0.7292 0.053 -0.063 0.142
O -3.7504 -1.4332 1.5829 -0.094 -0.066 -0.041
H -4.9986 -7.2687 1.8083 -0.002 0.036 0.003
H -6.8928 -6.0556 0.7857 0.012 0.047 0.002
H -6.7963 -3.6079 0.5257 0.123 0.122 0.023
H -2.8966 -3.5817 2.3234 -0.103 0.123 -0.075
H -3.0073 -6.0289 2.5848 -0.009 0.045 -0.008
C 2.3140 1.3114 1.5079 -0.012 -0.007 -0.013
C 2.9406 2.4820 1.1002 -0.044 -0.150 0.102
C 3.7847 3.1573 1.9675 0.054 0.177 -0.161
C 3.9939 2.6459 3.2380 -0.246 -0.210 -0.248
C 3.3699 1.4833 3.6606 -0.034 -0.172 0.168
C 2.5251 0.8151 2.7879 0.023 0.103 -0.111
N 4.9053 3.3449 4.1518 0.095 0.120 0.076
O 5.4235 4.3714 3.7605 -0.045 -0.106 0.052
O 5.0936 2.8535 5.2508 -0.047 0.027 -0.077
H 1.6593 0.7834 0.8250 0.018 0.020 0.020
H 2.7743 2.8659 0.1028 0.089 0.018 0.031
H 4.2703 4.0679 1.6456 0.060 -0.030 0.152
H 3.5342 1.0923 4.6550 0.103 0.137 -0.013
H 2.0333 -0.0954 3.1043 0.024 0.034 0.022
C 6.1723 2.7171 8.7197 -0.024 -0.016 0.024
C 7.1488 3.2258 7.8739 0.002 -0.002 0.065
C 8.4602 3.3315 8.3127 0.045 0.061 -0.158
C 8.7775 2.9203 9.5975 -0.369 -0.031 -0.148
C 7.8115 2.4175 10.4535 -0.070 -0.105 0.223
C 6.5020 2.3173 10.0088 0.040 0.061 -0.153
N 10.1696 3.0085 10.0581 0.188 0.026 0.070
O 10.9911 3.4719 9.2905 -0.093 -0.044 0.068
O 10.4206 2.6100 11.1798 -0.041 0.042 -0.104
H 5.1503 2.6312 8.3712 0.040 0.018 -0.015
H 6.8863 3.5367 6.8715 0.006 -0.019 0.032
H 9.2179 3.7280 7.6515 0.083 -0.042 0.142
H 8.0649 2.1028 11.4561 0.155 0.049 -0.073
H 5.7380 1.9238 10.6667 0.048 0.010 0.010
C -0.5004 -5.4965 -8.5515 0.005 -0.006 -0.010
C -1.8736 -5.3721 -8.3841 0.151 0.013 0.046
C -2.3837 -4.8117 -7.2230 -0.226 -0.023 -0.085
C -1.5068 -4.3778 -6.2424 0.143 -0.132 -0.355
C -0.1356 -4.5019 -6.3934 0.229 0.035 0.079
C 0.3671 -5.0657 -7.5559 -0.144 -0.024 -0.062
N -2.0425 -3.7625 -5.0221 -0.102 -0.080 0.146
O -3.2527 -3.6832 -4.9117 0.227 -0.366 -0.073
O -1.2483 -3.3600 -4.1934 -0.070 -0.039 -0.070
H -0.1047 -5.9298 -9.4619 -0.013 0.007 0.033
H -2.5473 -5.7097 -9.1607 -0.006 0.017 0.044
H -3.4531 -4.7165 -7.0961 0.068 0.078 0.143
H 0.5427 -4.1649 -5.6220 -0.161 0.046 0.058
H 1.4364 -5.1663 -7.6879 -0.027 0.016 0.034
```
Positions in Å, forces in eV/Å.